Record 1
A structure of composition C40H64IN6O2PW, computed with the ωB97M-V functional and the def2-TZVPD basis.

Results
* DFT total energy: -2747.363443 Ha
* lowest unoccupied orbital energy (spin up / spin down): -5.487 / -5.510 eV
* charge: +2

CARTESIAN COORDINATES (ANGSTROEM)
W1 -0.4326 -0.0984 0.1500
C1 -0.0893 2.2143 -1.2247
C2 -0.2098 1.2125 -2.3905
C3 -0.9925 1.9058 -3.5079
C4 1.1610 0.7117 -2.7854
C5 1.7807 1.2593 -3.8974
C6 3.0634 0.8828 -4.2460
C7 3.7466 0.0127 -3.4250
C8 3.1853 -0.5457 -2.2758
C9 4.1555 -1.3432 -1.3994
C10 5.4823 -0.5982 -1.1939
C11 4.4580 -2.7262 -1.9955
C12 1.8287 -0.2546 -2.0032
N1 1.0710 -0.8620 -0.9359
C13 1.4043 -2.1389 -0.5182
C14 0.5707 -2.7163 0.3682
N2 -0.5484 -1.9859 0.7137
C15 -1.6766 -2.6664 1.2634
C16 -2.3887 -2.0625 2.3201
C17 -3.5021 -2.7169 2.8345
C18 -3.9184 -3.9377 2.3290
C19 -3.2384 -4.4979 1.2655
C20 -2.1286 -3.8758 0.6904
C21 -1.5410 -4.5314 -0.5548
C22 -2.6112 -4.7981 -1.6197
C23 -0.8203 -5.8356 -0.2028
C24 -1.9978 -0.7050 2.8887
C25 -2.5094 0.4353 1.9861
C26 -2.5177 -0.4625 4.3079
H1 -1.0152 2.7515 -1.0297
H2 0.6930 2.9373 -1.4629
H3 0.3096 1.7953 -0.2772
H4 -0.8164 0.3353 -2.1248
H5 -0.5653 2.8811 -3.7435
H6 -2.0220 2.0796 -3.1911
H7 -1.0016 1.3049 -4.4161
H8 1.2630 1.9879 -4.5035
H9 3.5376 1.2940 -5.1265
H10 4.7688 -0.2339 -3.6733
H11 3.7234 -1.4593 -0.4051
H12 6.1057 -0.6165 -2.0864
H13 6.0553 -1.0839 -0.4024
H14 5.3223 0.4475 -0.9238
H15 5.0105 -2.6098 -2.9291
H16 3.5646 -3.3051 -2.2344
H17 5.0766 -3.3128 -1.3150
H18 2.2021 -2.6925 -0.9671
H19 0.7321 -3.7080 0.7647
H20 -4.0547 -2.2784 3.6525
H21 -4.7746 -4.4413 2.7573
H22 -3.5808 -5.4391 0.8558
H23 -0.8268 -3.8493 -1.0112
H24 -3.3449 -5.5366 -1.2957
H25 -2.1384 -5.1890 -2.5211
H26 -3.1434 -3.8863 -1.8979
H27 -1.5310 -6.5801 0.1609
H28 -0.0698 -5.7007 0.5772
H29 -0.3289 -6.2499 -1.0835
H30 -0.9106 -0.6616 2.9522
H31 -3.4709 0.1812 1.5427
H32 -1.8850 0.8262 1.1315
H33 -2.6386 1.3566 2.5549
H34 -3.5992 -0.3196 4.3330
H35 -2.0665 0.4472 4.7075
H36 -2.2680 -1.2876 4.9753
N3 -4.2082 -1.6025 -0.5487
C27 -3.4709 -0.6546 -1.0896
O1 -2.2349 -0.5913 -0.8890
C28 -4.1579 0.3191 -1.9996
I1 -4.1010 2.2892 -1.1993
H37 -3.7836 -2.2908 0.0695
H38 -5.1967 -1.6617 -0.7327
H39 -5.2081 0.0795 -2.1302
H40 -3.6616 0.3312 -2.9670
O2 0.8226 0.4778 1.5281
P1 1.6358 0.8071 2.8139
N4 1.1589 -0.1633 4.0194
C29 1.2014 -1.6365 3.8610
C30 0.7458 -2.1368 5.2234
C31 1.3707 -1.1221 6.1785
C32 1.1747 0.2120 5.4605
N5 3.1901 0.5538 2.4328
C33 4.2039 0.4632 3.5035
C34 5.4310 -0.0077 2.7395
C35 5.3387 0.7618 1.4186
C36 3.8319 0.9210 1.1465
N6 1.3949 2.3375 3.3116
C37 0.0693 2.8507 3.7220
C38 0.1802 4.3712 3.5670
C39 1.6818 4.6355 3.6504
C40 2.2685 3.4575 2.8894
H41 2.2225 -1.9664 3.6426
H42 0.5576 -1.9532 3.0426
H43 1.0616 -3.1607 5.4120
H44 -0.3445 -2.0986 5.2883
H45 2.4337 -1.3333 6.3102
H46 0.9082 -1.1179 7.1632
H47 1.9662 0.9296 5.6725
H48 0.2192 0.6629 5.7338
H49 3.8800 -0.2247 4.2838
H50 4.3860 1.4424 3.9614
H51 5.3635 -1.0822 2.5628
H52 6.3531 0.1923 3.2809
H53 5.8401 0.2348 0.6084
H54 5.8085 1.7409 1.5100
H55 3.4673 0.2670 0.3523
H56 3.5986 1.9505 0.8680
H57 -0.1360 2.5700 4.7561
H58 -0.7176 2.4362 3.0926
H59 -0.3887 4.8966 4.3309
H60 -0.2015 4.6818 2.5926
H61 2.0190 4.6121 4.6879
H62 1.9728 5.5902 3.2176
H63 3.3077 3.2551 3.1416
H64 2.1970 3.6303 1.8100

Atomic partial charges in e from the Mulliken method, atoms 1 to 6:
1 W 0.733
2 C -0.586
3 C 2.392
4 C -2.176
5 C 0.787
6 C -0.722



Record 2
A structure of composition C40H64MnO29, computed with the ωB97M-V functional and the def2-TZVPD basis.

Results
* DFT total energy: -4895.582073 Ha
* lowest unoccupied orbital energy (spin up / spin down): 0.019 / 0.018 eV
* multiplicity: 6

CARTESIAN COORDINATES (ANGSTROEM)
Mn1 0.4812 -0.0738 0.2327
C1 -3.0704 0.3008 1.9084
C2 -2.9076 -0.3835 0.5218
O1 -1.5886 -0.4823 0.0689
H1 -2.5902 1.2793 1.9149
H2 -2.6596 -0.3820 2.6521
H3 -4.1228 0.4609 2.1427
H4 -3.5000 0.2230 -0.1632
H5 -3.3664 -1.3723 0.5278
C3 4.5139 -0.5273 -0.6730
C4 3.7482 -0.3606 0.6357
O2 2.4942 0.3102 0.6184
H6 3.8482 -0.7903 -1.4951
H7 5.2475 -1.3330 -0.7014
H8 4.9841 0.4381 -0.8596
H9 4.3554 0.0768 1.4282
H10 3.6146 -1.4013 0.9310
C5 2.5566 1.9386 -4.0199
C6 2.5310 2.4284 -2.5810
C7 3.8907 2.7782 -2.0799
O3 3.7105 4.1735 -1.8618
C8 2.4293 4.5909 -2.0829
O4 2.0046 5.7619 -1.8998
O5 1.6886 3.5703 -2.4184
H11 2.9958 2.6417 -4.7276
H12 1.5622 1.7808 -4.4375
H13 3.1234 1.0077 -4.0348
H14 2.0922 1.6171 -2.0002
H15 4.7206 2.6258 -2.7699
H16 4.1355 2.3452 -1.1101
C9 -0.2184 -2.3648 5.0170
C10 1.0046 -3.1753 4.6774
C11 2.1863 -2.3765 4.1550
O6 3.2591 -2.6985 5.0160
C12 2.7509 -3.4261 6.0679
O7 3.5021 -3.8357 6.9630
O8 1.4599 -3.6840 5.9097
H17 -0.7650 -2.0487 4.1284
H18 0.1247 -1.5253 5.6218
H19 -0.9495 -2.8193 5.6856
H20 0.7253 -3.9712 3.9870
H21 1.9532 -1.3142 4.2266
H22 2.4177 -2.5269 3.1005
C13 3.6528 2.7020 3.8313
C14 3.8238 3.2455 2.3695
C15 2.5013 3.6518 1.6822
O9 2.8068 4.9335 1.2201
C16 4.0928 5.2825 1.5706
O10 4.6485 6.3210 1.2698
O11 4.6495 4.2841 2.2911
H23 3.2205 1.7102 3.9633
H24 3.1524 3.4716 4.4191
H25 4.6993 2.6337 4.1282
H26 4.3680 2.4850 1.8094
H27 1.7442 3.7280 2.4626
H28 2.1801 2.8910 0.9708
C17 -4.1484 2.0605 -2.7401
C18 -3.4767 0.9248 -3.4687
C19 -3.8230 -0.4825 -3.1191
O12 -4.1794 -1.1233 -4.3124
C20 -4.2348 -0.2489 -5.2773
O13 -4.3737 -0.5449 -6.4708
O14 -3.9280 0.9575 -4.8071
H29 -4.2287 1.7548 -1.6969
H30 -5.1618 2.1001 -3.1396
H31 -3.5665 2.9816 -2.7724
H32 -2.4016 1.0998 -3.5087
H33 -4.6930 -0.4616 -2.4627
H34 -3.0460 -0.9770 -2.5362
C21 1.1767 -0.7915 -6.5041
C22 0.3505 -1.2613 -5.2944
C23 0.7228 -2.6197 -4.7164
O15 0.9158 -2.3022 -3.3731
C24 0.7040 -1.0230 -3.0812
O16 0.6644 -0.4868 -1.9932
O17 0.3888 -0.4073 -4.2176
H35 0.7319 0.0805 -6.9835
H36 1.1819 -1.5940 -7.2416
H37 2.2024 -0.5791 -6.2025
H38 -0.6650 -1.1639 -5.6784
H39 1.5535 -3.0520 -5.2742
H40 -0.0948 -3.3165 -4.9009
C25 -2.2125 -4.0449 -2.1825
C26 -2.9636 -4.4032 -0.9417
C27 -4.1883 -3.5210 -0.6788
O18 -5.2726 -4.4502 -0.8590
C28 -4.9039 -5.6881 -0.9322
O19 -5.6220 -6.6593 -0.7459
O20 -3.5349 -5.7296 -1.0763
H41 -1.8729 -3.0253 -2.0006
H42 -2.9043 -4.1005 -3.0230
H43 -1.2973 -4.6090 -2.3623
H44 -2.3151 -4.3246 -0.0692
H45 -4.1674 -2.7160 -1.4134
H46 -4.3435 -3.0976 0.3136
C29 -0.5129 -6.6921 0.7521
C30 0.6385 -5.7412 0.5355
C31 0.9915 -5.4145 -0.9503
O21 1.2040 -4.0126 -0.8958
C32 0.8430 -3.5203 0.2250
O22 0.7942 -2.3214 0.4822
O23 0.3538 -4.4414 1.0076
H47 -1.4569 -6.2310 0.4619
H48 -0.5846 -6.9641 1.8052
H49 -0.3486 -7.6823 0.3272
H50 1.5426 -6.1584 0.9789
H51 0.2617 -5.7425 -1.6905
H52 1.8195 -6.0641 -1.2341
C33 -1.6627 3.5207 4.6302
C34 -0.2675 2.9339 4.4789
C35 0.1242 1.8157 5.4771
O24 0.1654 0.6902 4.6424
C36 0.0692 1.0253 3.3572
O25 0.1731 0.1779 2.4464
O26 -0.2747 2.2865 3.2377
H53 -2.3579 2.6855 4.5455
H54 -1.8859 4.2380 3.8404
H55 -1.8852 3.9714 5.5974
H56 0.5310 3.6534 4.6601
H57 -0.7719 1.5702 6.0470
H58 1.1207 2.0149 5.8714
C37 -2.9853 5.4040 -1.0270
C38 -1.5199 5.0636 -0.6496
C39 -1.1746 5.1929 0.7694
O27 -0.3334 4.0728 0.9764
C40 -0.4998 3.1507 0.0181
O28 0.0787 2.0943 -0.0590
O29 -1.2968 3.6846 -0.9132
H59 -3.1924 6.3918 -0.6156
H60 -3.7355 4.7586 -0.5700
H61 -3.1367 5.4183 -2.1063
H62 -0.8514 5.7460 -1.1745
H63 -2.0832 5.2507 1.3687
H64 -0.7798 6.2029 0.8798

Atomic partial charges in e from the Mulliken method, atoms 1 to 6:
1 Mn 1.331
2 C -0.682
3 C 1.147
4 O -0.129
5 H -0.249
6 H 0.037



Record 3
A cluster of 10 separate species, C40H64N10 in total, computed with the ωB97M-V functional and the def2-TZVPD basis.

Results
* DFT total energy: -2109.861150 Ha
* lowest unoccupied orbital energy: 0.153 eV
* SMILES: c1cc[nH]c1.c1cc[nH]c1.c1cc[nH]c1.CCCC#N.CCCC#N.CCCC#N.CCCC#N.CCCC#N.CCCC#N.CCCC#N

CARTESIAN COORDINATES (ANGSTROEM)
C1 4.9793 2.0238 8.5796
C2 4.2654 1.3732 7.4027
C3 4.3442 2.1210 6.0084
C4 5.7294 2.3701 5.6837
N1 6.7980 2.5742 5.3533
H1 4.4750 2.9455 8.8699
H2 5.9328 2.4934 8.3382
H3 5.1792 1.4077 9.4563
H4 3.2228 1.1588 7.6374
H5 4.6857 0.4002 7.1485
H6 3.8984 3.1156 6.0117
H7 3.8761 1.4776 5.2633
C5 -9.0404 -0.4698 -1.0463
C6 -7.9978 -0.3274 0.0241
C7 -8.3720 0.4881 1.3337
C8 -7.2335 0.8080 2.1133
N2 -6.1786 1.0771 2.6413
H8 -9.9056 -1.0999 -0.8398
H9 -8.6614 -0.7508 -2.0289
H10 -9.5035 0.5126 -1.1388
H11 -7.3666 0.4030 -0.4821
H12 -7.4526 -1.2399 0.2653
H13 -9.0436 -0.2114 1.8316
H14 -8.9516 1.3153 0.9240
C9 -0.8796 5.1973 6.5556
C10 -2.3521 5.6300 6.7273
C11 -2.5846 6.7466 7.8428
C12 -1.9561 8.0574 7.5604
N3 -1.5397 9.1465 7.4548
H15 -0.7796 4.2966 5.9498
H16 -0.4626 5.0252 7.5478
H17 -0.1980 5.9003 6.0768
H18 -2.8745 4.7141 7.0038
H19 -2.7281 5.8162 5.7213
H20 -2.2205 6.4476 8.8257
H21 -3.6471 6.9651 7.9499
C13 -2.5747 4.4014 -8.4714
C14 -2.1179 4.4724 -7.0947
C15 -2.3309 3.0967 -6.4632
C16 -3.7079 2.7637 -6.2032
N4 -4.8157 2.5423 -5.9095
H22 -1.8906 3.8070 -9.0771
H23 -2.6743 5.4478 -8.7599
H24 -3.5750 3.9728 -8.5341
H25 -2.6340 5.2545 -6.5378
H26 -1.0736 4.7820 -7.0553
H27 -1.8466 3.2475 -5.4984
H28 -1.7185 2.3884 -7.0212
C17 3.8385 -5.3576 -1.5161
C18 3.9403 -5.6119 -0.0044
C19 4.8590 -4.5803 0.8770
C20 5.9650 -4.0548 0.0892
N5 6.8984 -3.5853 -0.4347
H29 3.6071 -4.3400 -1.8310
H30 3.1706 -6.0175 -2.0698
H31 4.7803 -5.6445 -1.9838
H32 4.4303 -6.5840 0.0489
H33 2.9332 -5.5652 0.4100
H34 5.3548 -5.1286 1.6780
H35 4.3751 -3.6561 1.1931
C21 7.5899 2.7659 -3.5904
C22 6.6081 2.2370 -2.3798
C23 5.2927 3.0478 -2.2470
C24 4.4471 3.1320 -3.4916
N6 3.7719 3.2099 -4.4602
H36 7.0014 2.7395 -4.5076
H37 8.3787 2.0818 -3.9034
H38 8.1752 3.6798 -3.4896
H39 7.1549 2.4895 -1.4713
H40 6.4111 1.1861 -2.5917
H41 5.5503 4.0636 -1.9470
H42 4.6408 2.6535 -1.4675
C25 -3.0190 -3.9626 3.7412
C26 -2.9415 -3.0695 4.9909
C27 -1.7840 -3.5743 5.8383
C28 -0.4347 -3.2740 5.3354
N7 0.5877 -2.9653 4.9267
H43 -2.1578 -3.7682 3.1020
H44 -3.9694 -3.8024 3.2322
H45 -2.9659 -5.0386 3.9077
H46 -3.8963 -3.0377 5.5158
H47 -2.6979 -2.0324 4.7602
H48 -1.8103 -4.6619 5.9054
H49 -1.9410 -3.1041 6.8090
N8 -1.4122 1.2762 0.8116
C29 -0.4265 0.6209 1.4164
C30 0.5244 0.2183 0.4928
C31 -0.0132 0.5117 -0.8230
C32 -1.2279 1.2267 -0.5701
H50 -2.2486 1.5628 1.2999
H51 -0.4115 0.5161 2.4912
H52 1.3922 -0.4044 0.6522
H53 0.4572 0.2442 -1.7577
H54 -1.8971 1.7011 -1.2725
N9 1.6229 -2.9616 -7.9551
C33 2.3192 -4.1204 -8.1045
C34 3.3861 -4.1316 -7.3095
C35 3.4567 -2.8181 -6.7800
C36 2.3247 -2.1860 -7.1105
H55 0.6783 -2.7591 -8.2500
H56 1.9973 -4.9580 -8.7055
H57 4.1081 -4.9089 -7.1068
H58 4.3432 -2.4674 -6.2726
H59 2.0456 -1.1703 -6.8720
N10 -3.0877 -5.1090 -4.6068
C37 -2.6370 -6.1437 -3.9029
C38 -2.4905 -5.6072 -2.6067
C39 -2.5803 -4.2156 -2.5610
C40 -3.1302 -3.9496 -3.8381
H60 -3.3066 -5.1778 -5.5904
H61 -2.6216 -7.1792 -4.2094
H62 -2.1097 -6.0802 -1.7136
H63 -2.4000 -3.4675 -1.8032
H64 -3.2963 -3.0168 -4.3565

Atomic partial charges in e from the Mulliken method, atoms 1 to 6:
1 C -1.138
2 C -0.396
3 C -0.319
4 C 0.193
5 N -0.399
6 H 0.306



Record 4
A cluster of 12 separate species, C40H64N8O4S4 in total, computed with the ωB97M-V functional and the def2-TZVPD basis.

Results
* DFT total energy: -3893.982254 Ha
* lowest unoccupied orbital energy: 0.159 eV

CARTESIAN COORDINATES (ANGSTROEM)
C1 -3.7656 -3.2233 5.2474
S1 -2.7454 -1.6628 5.1086
O1 -2.1820 -1.5448 6.5327
C2 -1.4132 -2.3619 4.1286
H1 -4.6138 -2.9289 5.8654
H2 -3.3106 -4.0183 5.8382
H3 -4.0976 -3.4895 4.2439
H4 -0.4927 -1.7853 4.0368
H5 -1.7320 -2.5263 3.0993
H6 -1.1132 -3.3094 4.5762
C3 -4.0038 -0.8928 -3.4986
S2 -3.8412 -0.3569 -1.7605
O2 -2.6931 0.6130 -1.9898
C4 -5.3870 0.6298 -1.7792
H7 -4.7461 -1.6170 -3.8342
H8 -3.1240 -1.4672 -3.7886
H9 -4.0607 -0.1471 -4.2916
H10 -6.1006 0.0346 -2.3490
H11 -5.1795 1.5641 -2.3008
H12 -5.6089 0.7044 -0.7146
C5 0.0500 -1.3901 -1.6717
S3 0.9311 -0.6288 -0.2525
O3 1.6436 0.5571 -0.9330
C6 -0.6191 -0.2513 0.7046
H13 -0.4597 -0.6893 -2.3328
H14 -0.5688 -2.1780 -1.2423
H15 0.7669 -1.7930 -2.3871
H16 -1.4348 0.1902 0.1321
H17 -0.2136 0.4561 1.4279
H18 -0.9060 -1.1251 1.2897
C7 1.3397 2.7385 4.7840
S4 1.4434 0.9334 4.1926
O4 0.0476 0.7545 3.6597
C8 2.4343 1.3109 2.6604
H19 0.7992 2.7827 5.7295
H20 0.6456 3.2764 4.1382
H21 2.2938 3.2653 4.7687
H22 2.4023 0.3632 2.1229
H23 3.4940 1.5654 2.6412
H24 1.8496 2.0538 2.1180
N1 -6.0144 -3.2938 1.4431
C9 -6.4749 -2.0089 1.7864
C10 -5.4117 -1.1875 2.0132
C11 -4.2469 -1.8898 1.7232
C12 -4.6219 -3.2170 1.5128
H25 -6.6135 -4.0771 1.2246
H26 -7.5076 -1.8001 2.0235
H27 -5.3475 -0.1216 2.1748
H28 -3.2528 -1.4685 1.6991
H29 -4.0569 -4.1142 1.3077
N2 5.2815 3.0363 0.6257
C13 3.9085 3.2291 0.4740
C14 3.7451 4.5627 0.5656
C15 4.9347 5.2409 0.7594
C16 5.9053 4.2754 0.6170
H30 5.6827 2.1108 0.6763
H31 3.1975 2.4323 0.3127
H32 2.7412 4.9408 0.4409
H33 5.0917 6.2832 0.9945
H34 6.9818 4.2849 0.7032
N3 2.8601 -5.5670 -5.1297
C17 2.9285 -4.1934 -5.5192
C18 2.4108 -3.4936 -4.4372
C19 2.0650 -4.3830 -3.4405
C20 2.2736 -5.6510 -3.8609
H35 3.4290 -6.3053 -5.5187
H36 3.5530 -3.8803 -6.3428
H37 2.4912 -2.4500 -4.1709
H38 1.6640 -4.2738 -2.4436
H39 2.0786 -6.6612 -3.5325
N4 -2.0268 2.9915 -0.7436
C21 -2.6801 3.8594 0.0208
C22 -1.7975 4.8823 0.4329
C23 -0.5288 4.4982 -0.0157
C24 -0.7299 3.2269 -0.7319
H40 -2.3904 2.1852 -1.2312
H41 -3.7149 3.6694 0.2648
H42 -2.0519 5.6283 1.1713
H43 0.3867 5.0068 0.2481
H44 -0.0370 2.6047 -1.2788
N5 2.6742 -4.8538 1.9037
C25 2.1011 -3.7100 1.3448
C26 1.3755 -3.0695 2.3043
C27 1.5069 -3.7554 3.4885
C28 2.3772 -4.8153 3.2725
H45 3.3001 -5.4699 1.4049
H46 2.2989 -3.4999 0.3041
H47 0.9065 -2.1072 2.1610
H48 1.1141 -3.3627 4.4147
H49 2.7442 -5.6343 3.8732
N6 -4.7332 2.7115 4.5514
C29 -3.9076 1.7288 4.0836
C30 -2.7544 2.3322 3.5264
C31 -2.9911 3.7381 3.6637
C32 -4.1921 3.9714 4.2866
H50 -5.6520 2.6507 4.9663
H51 -4.0904 0.6690 4.1825
H52 -1.9638 1.7982 3.0203
H53 -2.2515 4.4448 3.3176
H54 -4.6108 4.8639 4.7276
N7 1.9836 1.5740 -5.9896
C33 1.1825 0.7950 -5.2082
C34 0.8686 -0.3707 -5.8493
C35 1.5652 -0.2449 -7.0640
C36 2.1882 0.9417 -7.1618
H55 2.3731 2.4839 -5.7886
H56 0.8897 1.1693 -4.2384
H57 0.2158 -1.1464 -5.4772
H58 1.5580 -0.8922 -7.9285
H59 2.8167 1.4490 -7.8789
N8 4.6847 0.7215 -2.2510
C37 5.7846 1.5471 -2.3956
C38 6.1300 1.7472 -3.7364
C39 5.0917 1.1979 -4.5560
C40 4.2496 0.5078 -3.6120
H60 4.2095 0.5657 -1.3735
H61 6.1732 2.1658 -1.6003
H62 6.8445 2.5002 -4.0344
H63 4.7954 1.3276 -5.5865
H64 3.3101 0.0118 -3.8064

Atomic partial charges in e from the Mulliken method, atoms 1 to 6:
1 C -1.009
2 S 0.783
3 O -0.740
4 C -0.529
5 H 0.398
6 H 0.390



Which of these has the highest DFT total energy? C40H64N10



Among the records above, which one has the highest DFT total energy? C40H64N10